[1]
Density functional theory data (wB97M-V/def2-TZVPD) for a cluster of 3 separate species, C4H16NO2 in total in a non-equilibrium geometry.

XYZ file:
```
23
Properties=species:S:1:pos:R:3:forces:R:3
C -1.8165 0.3748 0.2381 0.3525 -0.0443 -0.0955
C -0.3128 0.1395 0.3153 -0.6860 -0.4110 0.6775
C 0.1628 0.0124 1.7586 0.1454 0.2932 0.3145
C -0.3769 -1.2063 2.5125 -0.7533 -0.0727 -0.1942
N 0.4641 1.2554 -0.3217 -0.1172 0.1177 -0.3214
H -2.2969 -0.4632 0.7367 -0.1224 -0.0822 -0.1994
H -2.1546 1.2609 0.7679 0.1150 0.3026 -0.0288
H -2.1277 0.3995 -0.8072 -0.2088 0.0221 0.0931
H -0.1203 -0.7395 -0.2885 0.3374 -0.0880 0.0224
H -0.1470 0.9461 2.2373 -0.1259 -0.0304 0.2487
H 1.2454 0.0180 1.8507 0.2829 -0.0425 -0.3688
H 0.3906 -1.9021 2.8265 0.2381 0.0579 0.0269
H -1.0613 -1.7687 1.8768 0.0394 -0.1320 -0.0342
H -0.9722 -0.9340 3.3860 0.2156 0.0880 -0.0252
H 1.3362 0.8573 -0.7326 0.0881 0.6226 0.1744
H 0.6429 2.0222 0.3309 0.3417 -0.3086 0.1792
H -0.0583 1.7083 -1.0704 -0.0930 -0.3077 -0.2587
H 1.9836 0.7509 -2.7427 0.2827 -0.1608 -0.2200
H 3.4516 0.9364 -2.2930 -0.1364 -0.0707 0.0819
O 2.6003 0.5651 -2.0237 -0.2383 0.1420 0.0290
H -0.8709 -1.0630 -3.2301 0.0113 -0.0748 0.2364
H 0.3229 -1.9194 -2.8459 -0.2532 0.2736 0.3226
O -0.2852 -1.2508 -2.4816 0.2845 -0.0939 -0.6606
```
Forces are in eV/Å.

Summary:
- HOMO: -0.5633 Eh
- Kohn-Sham gap: 12.182 eV
- Charge: +1
- LUMO: -3.14 eV
- Energy relative to the best compared isomer or geometry (same formula, charge and spin): 48.1 kJ/mol

***

[2]
Density functional theory data (wB97M-V/def2-TZVPD) for a cluster of 3 separate species, C4H16NO2 in total in a non-equilibrium geometry.

XYZ file:
```
23
Properties=species:S:1:pos:R:3:forces:R:3
C 1.1967 0.5132 -0.4722 -0.9446 -1.4726 -1.5901
C 0.1039 1.3994 0.2705 2.0284 0.9379 0.0162
C -0.8167 2.0155 -0.7569 -0.8683 -0.7309 -0.1596
C 0.7667 2.4564 1.1615 -0.6477 0.5053 0.2195
N 1.7448 -0.6213 0.3908 -0.1489 1.5443 -0.3417
H 2.0232 1.0394 -0.9708 -0.2272 0.4541 0.7513
H 0.6760 0.0305 -1.3063 0.0652 -0.0694 0.3077
H -0.3207 0.6051 0.9057 -0.2547 -0.0617 0.4410
H -0.5050 2.8516 -1.4037 -0.0710 -0.1724 0.1912
H -1.6536 2.3755 -0.1161 0.3277 0.3743 -0.0605
H -1.1929 1.1731 -1.3794 0.4692 0.4598 -0.0245
H 1.0459 3.3626 0.6062 -0.0192 -0.3996 -0.1338
H 0.2346 2.8620 2.0354 -0.2452 -0.0958 0.1095
H 1.6042 1.9646 1.6948 -0.0473 -0.2128 -0.0887
H 1.2937 -0.6321 1.3059 0.0142 -0.3407 0.0499
H 2.7397 -0.4296 0.5279 0.1582 -0.6770 0.0238
H 1.5248 -1.5068 -0.0751 0.2218 -0.2231 0.2744
H -1.0603 -2.2782 1.1254 -0.2664 -0.2486 0.5938
H -1.0979 -2.4669 -0.3422 -0.2170 -0.3437 -0.2891
O -0.7986 -1.8347 0.3214 0.6414 0.5458 -0.2161
H -2.7444 -4.9808 -1.0103 0.5639 -0.3290 0.6920
H -2.6047 -3.6878 -1.6007 0.4100 0.2889 0.1354
O -2.1594 -4.2105 -0.9117 -0.9423 0.2669 -0.9015
```
Forces are in eV/Å.

Summary:
- Spin multiplicity: 2
- HOMO (alpha / beta): -0.6371 / -0.6370 Eh
- <S²>: 0.752
- Kohn-Sham gap (alpha / beta): 10.290 / 2.674 eV
- Charge: +2
- LUMO (alpha / beta): -7.04 / -14.66 eV
- Energy relative to the best compared isomer or geometry (same formula, charge and spin): 119.8 kJ/mol

***

[3]
Density functional theory data (wB97M-V/def2-TZVPD) for a cluster of 3 separate species, C4H16NO3 in total in a non-equilibrium geometry.

XYZ file:
```
24
Properties=species:S:1:pos:R:3:forces:R:3
C -0.0099 -0.1755 1.6336 -0.1448 0.3824 -1.5815
C -1.0855 -0.0829 0.4376 1.7677 0.5750 2.0583
C -0.9526 1.2898 -0.1634 0.0155 1.6275 -1.5738
C 0.4243 1.5590 -0.9459 -1.9495 -0.4698 1.5925
O 0.8045 0.2926 -1.3747 0.2739 -0.8674 -3.7436
N -0.4988 -0.0529 3.0989 -0.5283 2.5334 -1.6679
H 0.6462 0.7188 1.4100 -0.4570 -1.2024 1.0790
H 0.6036 -1.0599 1.4990 -0.2596 0.0434 0.8372
H -0.7946 -0.8347 -0.2915 -0.4596 -0.0790 0.1620
H -2.0994 -0.1793 0.7701 -0.5895 -0.5401 0.2369
H -1.0482 2.1114 0.5482 -0.2468 -0.1137 0.4016
H -1.8257 1.3866 -0.8242 0.4106 0.2573 -0.2287
H 0.3548 2.3828 -1.6794 -0.1070 -0.7359 0.0078
H 1.1746 1.8581 -0.2222 0.2230 0.2102 0.1342
H 0.4026 0.0633 -2.2928 0.7258 0.4580 2.2157
H -1.3891 -0.5186 3.2938 0.2015 -0.0405 -0.1294
H -0.6522 1.0085 3.1368 0.0605 -1.9360 0.7721
H 0.2052 -0.3401 3.7742 0.1103 0.0546 -0.0042
H -0.7647 -2.1474 -2.7217 -0.2765 2.3673 0.2621
H -1.5764 -1.4499 -3.7620 1.3918 1.6424 2.5992
O -1.0622 -1.1768 -2.8769 -1.0784 -4.0095 -2.9242
H 1.4991 -0.9378 -0.1987 1.8353 0.2135 0.0136
H 3.0551 -0.9667 0.2515 2.2546 0.6236 -1.3900
O 2.1881 -1.1492 0.4822 -3.1734 -0.9942 0.8713
```
Forces are in eV/Å.

Summary:
- HOMO: -0.4961 Eh
- Kohn-Sham gap: 10.044 eV
- Charge: +1
- LUMO: -3.46 eV
- Energy relative to the best compared isomer or geometry (same formula, charge and spin): 233.6 kJ/mol

***

[4]
Density functional theory data (wB97M-V/def2-TZVPD) for a cluster of 4 separate species, C4H16NO3 in total in a non-equilibrium geometry.

XYZ file:
```
24
Properties=species:S:1:pos:R:3:forces:R:3
C -0.8776 2.5488 0.0266 -0.3935 -0.2330 -0.2710
C -1.5160 1.2099 0.4381 0.2375 -0.0212 0.7360
C -0.4423 0.1584 0.6226 -1.1213 -0.2615 -1.1068
C -0.6288 -0.9586 -0.0588 0.6746 -0.4732 0.1382
N 0.2756 -2.1620 0.0828 -0.4801 1.1375 -0.2138
H -1.2708 3.3652 0.6241 0.1573 0.1203 -0.0041
H -1.0555 2.7653 -1.0222 -0.2083 -0.0045 -0.1055
H 0.2053 2.4898 0.1071 0.0682 0.1627 0.3123
H -2.3165 0.8324 -0.2016 0.4294 0.1196 -0.5890
H -2.0970 1.2851 1.3651 0.5261 0.2850 0.3047
H 0.4690 0.3457 1.1727 -0.1287 0.0086 0.3244
H -1.4162 -1.1447 -0.7662 -0.2329 0.0485 0.0473
H 0.2463 -2.3933 1.0697 0.2405 -0.4771 0.3033
H -0.0904 -2.8942 -0.5212 0.2701 -0.2464 0.2419
H 1.2517 -1.9399 -0.1307 0.0088 0.2418 -0.0657
H 3.1769 -0.9632 -0.6534 0.1723 -0.1021 -0.2880
H 3.2415 0.2587 0.1843 -0.1487 0.2562 0.2640
O 2.5980 -0.3450 -0.1998 0.1253 -0.3507 -0.1019
H -0.8915 0.2685 -4.1377 0.6010 1.2290 0.2405
H 0.0396 1.5708 -3.8947 -0.1672 -0.5296 -0.3403
O -0.7694 1.1093 -3.6418 -0.4374 -0.7221 0.1345
H 0.5986 -2.5485 3.2203 1.0074 -0.0550 0.1994
H 0.2394 -1.1726 3.2634 0.2947 0.8910 0.1044
O 1.0299 -1.6860 3.0515 -1.4952 -1.0239 -0.2648
```
Forces are in eV/Å.

Summary:
- HOMO: -0.5128 Eh
- Kohn-Sham gap: 10.700 eV
- Charge: +1
- LUMO: -3.25 eV
- Energy relative to the best compared isomer or geometry (same formula, charge and spin): 169.1 kJ/mol

***

[5]
Density functional theory data (wB97M-V/def2-TZVPD) for a cluster of 4 separate species, C4H16NO3 in total in a non-equilibrium geometry.

XYZ file:
```
24
Properties=species:S:1:pos:R:3:forces:R:3
C -0.0394 0.7934 0.6973 2.0794 -0.1010 0.0300
N 1.1417 -0.0831 0.2200 2.0947 -0.4816 -1.1557
C 2.3091 0.0863 1.3419 -5.1206 2.1122 1.5880
C 1.3687 0.2229 2.6935 2.1312 -2.3142 0.7493
C -0.0260 0.4906 2.2179 -0.8844 -2.5526 -0.6214
H 0.2915 1.8302 0.3852 -0.4758 -0.9701 0.9451
H -0.8996 0.5906 0.0867 -0.4920 -0.3721 0.1276
H 1.4594 0.0685 -0.8278 -0.5244 0.6871 2.4538
H 0.8774 -1.0667 -0.0918 0.2436 1.1125 2.0862
H 2.7706 1.0448 1.2218 0.4118 0.2295 -0.8037
H 2.9371 -0.7106 1.4717 1.5060 -1.9990 -0.4849
H 1.5111 -0.7659 3.3405 -0.5886 1.8033 -1.6829
H 1.5287 0.9950 3.4835 1.1946 -0.2666 -1.2045
H -0.2941 1.2635 2.8001 -1.4309 3.4070 1.1828
H -0.6799 -0.2783 2.7133 0.0961 0.1134 -1.7357
H -2.3258 -3.8236 -4.1793 0.2593 -1.4584 -0.4213
H -2.9505 -3.1265 -2.9213 0.8382 0.0840 -2.3058
O -2.5591 -2.9804 -3.8478 -1.0603 1.3862 2.7933
H 0.2146 -1.4669 -2.0553 -2.8437 -2.7144 -0.9174
H 0.8038 -0.2306 -2.8920 -0.6311 -0.7143 -0.3218
O 0.8075 -0.7915 -2.1098 3.1708 3.0846 -0.3145
H -3.0115 3.3816 -0.9032 -0.3204 -1.0070 -0.4709
H -2.8170 1.8590 -1.5912 -0.3454 1.7453 0.6483
O -2.4184 2.6978 -1.2538 0.6921 -0.8137 -0.1639
```
Forces are in eV/Å.

Summary:
- HOMO: -0.5234 Eh
- Kohn-Sham gap: 11.079 eV
- Charge: +1
- LUMO: -3.16 eV
- Energy relative to the best compared isomer or geometry (same formula, charge and spin): 298.8 kJ/mol

***

[6]
Density functional theory data (wB97M-V/def2-TZVPD) for a cluster of 3 separate species, C4H16NO4S2 in total in a non-equilibrium geometry.

XYZ file:
```
27
Properties=species:S:1:pos:R:3:forces:R:3
S -2.5005 -1.3889 -1.2901 -0.8275 0.3453 -0.6051
S -0.0848 -1.6011 -1.0920 0.5169 -0.3820 0.7042
C -0.2685 -1.0296 0.6474 -1.0993 0.3370 -0.5278
C -0.7880 0.4537 0.9027 2.1262 -1.7694 -2.6814
C -0.6249 1.3194 -0.3819 -0.5411 1.8907 1.1881
O -1.8590 2.0309 -0.6236 0.3461 0.0579 -0.2227
N 0.0217 0.8931 2.0202 -1.1139 1.2348 0.9265
C -0.2320 2.2767 2.4643 1.0622 -0.7342 0.4100
H -3.2055 -1.2671 -0.1556 0.1331 0.0319 0.1913
H 0.6374 -1.1249 1.2385 0.2361 -0.5480 -0.3853
H -1.0392 -1.7258 0.9693 0.2212 0.0491 0.6490
H -1.8551 0.4238 1.0370 -0.2903 0.1848 0.8972
H 0.1142 2.0850 -0.1105 -0.0614 0.0895 -0.2293
H -0.3037 0.9176 -1.3263 0.1202 -0.9154 0.1000
H 1.0037 0.8143 1.8508 -0.2628 -0.5489 -0.1670
H -1.3122 2.3291 2.5517 0.0205 0.7781 0.0872
H 0.3008 2.4321 3.4113 -0.6196 -0.3148 0.3339
H 0.2735 3.0582 1.8800 -0.8249 -0.0314 -0.6769
H 1.9739 0.3933 -1.6198 -0.1811 -0.6420 0.3917
H -2.3404 1.4540 -1.2280 -0.2546 -0.1654 0.0844
O 2.8580 0.5961 -1.3125 0.7540 1.3534 -0.4684
H 3.1067 0.0138 -0.5992 -0.5914 -0.6560 -0.0973
H 1.9943 -2.1627 -1.7346 0.3253 -0.2362 -0.9162
O 1.7062 -1.9433 -0.8626 0.0463 0.3970 1.1970
H 2.3376 1.0643 1.4812 0.2594 0.5461 -0.3910
H 3.7064 0.7255 1.8414 0.7499 -0.2505 0.1724
O 3.1180 1.4744 1.8719 -0.2495 -0.1014 0.0354
```
Forces are in eV/Å.

Summary:
- HOMO: -0.1337 Eh
- Kohn-Sham gap: 6.671 eV
- Charge: -1
- LUMO: 3.03 eV
- Energy relative to the best compared isomer or geometry (same formula, charge and spin): 129.8 kJ/mol